No. 1
2 unconnected molecules or ions with the total composition C3H12N2O, computed with the ωB97M-V functional and the def2-TZVPD basis.

Structure (XYZ):
```
18
Properties=species:S:1:pos:R:3:lowdin_charge:R:1
N 1.5512 -0.3686 -0.6970 -0.012
C 0.4705 0.4338 -1.2991 -0.252
C -0.1758 1.3165 -0.2430 -0.293
N -1.4234 1.8591 -0.7788 -0.006
H 2.2184 0.2430 -0.2352 0.097
H 2.0951 -0.8489 -1.4074 0.099
H 0.8308 1.0941 -2.0947 0.111
H -0.2790 -0.2420 -1.7122 0.117
H -0.3177 0.7539 0.6797 0.084
H 0.4989 2.1452 -0.0016 0.115
H -2.1469 1.1488 -0.7700 0.067
H -1.7651 2.6156 -0.1998 0.062
C -0.4969 -1.7177 1.7364 -0.218
O 0.1816 -2.1352 0.5922 -0.168
H -0.7367 -2.5977 2.3401 0.072
H 0.1456 -1.0927 2.3746 0.074
H -1.4206 -1.1686 1.5240 0.063
H 0.7702 -1.4386 0.1917 -0.014
```

For the total energy, the calculation gives -8332.742 eV. The SMILES is NCCN.CO. The LUMO energy comes out at 0.950 eV. As for the HOMO-LUMO gap: 0.378 Eh.



No. 2
2 unconnected molecules or ions with the total composition C3H12N2O at a distorted geometry, computed with the ωB97M-V functional and the def2-TZVPD basis.

Structure (XYZ):
```
18
Properties=species:S:1:pos:R:3:lowdin_charge:R:1
C -1.4006 1.1185 -1.3376 -0.130
N -1.2210 -0.2319 -0.7260 -0.134
C -0.8254 -0.2472 0.7065 -0.217
C 0.6253 -0.8699 0.8368 -0.316
N 0.7506 -1.6163 2.0870 -0.075
H -2.0017 1.9315 -0.9218 0.065
H -0.4550 1.6253 -1.2871 0.023
H -1.6441 0.8809 -2.4522 0.114
H -1.9518 -0.9324 -0.9231 0.104
H -1.5468 -0.9585 1.2033 0.111
H -0.7848 0.6682 1.3176 0.111
H 1.4355 -0.1611 0.7000 0.080
H 0.8472 -1.5815 -0.0044 0.108
H 1.8236 -1.8185 2.2161 0.104
H 0.2974 -2.5739 2.1034 0.080
O 2.1400 1.3031 -1.3540 -0.030
H 1.2413 1.4378 -1.1364 -0.036
H 2.6702 2.0259 -1.0279 0.039
```

For the total energy, the calculation gives -8331.684 eV. The SMILES is CNCCN.O. The LUMO energy comes out at 0.876 eV. As for the HOMO-LUMO gap: 0.352 Eh.



No. 3
3 unconnected molecules or ions with the total composition C3H12N2O2 at a distorted geometry, computed with the ωB97M-V functional and the def2-TZVPD basis.

Structure (XYZ):
```
19
Properties=species:S:1:pos:R:3:lowdin_charge:R:1
C 0.9379 0.0834 2.3503 -0.104
C 0.6587 0.5613 0.9213 -0.320
N -0.4929 -0.1502 0.3910 0.022
C -0.6576 -0.1974 -0.8578 -0.295
N 0.1490 0.3231 -1.8716 0.069
H 1.1009 -0.9890 2.3258 0.069
H 0.0837 0.3703 2.9522 0.065
H 1.8065 0.6222 2.7402 0.068
H 1.5768 0.3326 0.3548 0.099
H 0.5174 1.6439 0.9071 0.099
H -1.5492 -0.6639 -1.2673 0.109
H 1.0948 0.5992 -1.6718 0.063
H -0.3117 0.8583 -2.5909 0.084
O -1.5787 -4.1543 -0.0463 -0.069
H -1.9379 -5.0142 0.2005 0.031
H -2.0738 -3.5206 0.4848 0.031
O 0.8243 3.7098 -0.8103 -0.065
H 1.7274 3.5277 -0.5235 0.036
H 0.5934 2.8899 -1.2820 0.008
```

For the total energy, the calculation gives -10380.263 eV. The SMILES is CC/N=C\N.O.O. The LUMO energy comes out at 0.629 eV. As for the HOMO-LUMO gap: 0.370 Eh.



No. 4
2 unconnected molecules or ions with the total composition C3H12N2O2 at a distorted geometry, computed with the ωB97M-V functional and the def2-TZVPD basis.

Structure (XYZ):
```
19
Properties=species:S:1:pos:R:3:lowdin_charge:R:1
N 1.7689 1.0357 1.6269 -0.011
C 0.6772 1.3024 0.6967 -0.280
C 0.4891 0.0426 -0.1755 -0.242
N -0.3078 -0.9354 0.5664 -0.045
C -0.2985 -2.2466 -0.0543 -0.269
O -1.6235 -2.5937 -0.5169 -0.092
H 1.8675 1.8149 2.2701 0.064
H 2.6677 1.0292 1.1613 0.066
H 0.8206 2.1564 0.0349 0.088
H -0.2774 1.3849 1.2192 0.113
H -0.0219 0.3502 -1.0836 0.083
H 1.4682 -0.3675 -0.4482 0.113
H 0.0559 -0.9877 1.5127 0.105
H 0.2993 -2.2759 -0.9658 0.114
H -0.1559 -3.0296 0.6797 0.119
H -2.0718 -1.8907 -0.9964 0.068
O -0.6868 2.7427 -1.8183 -0.049
H -1.2060 2.9809 -1.0559 0.039
H -0.6398 1.8412 -2.1257 0.017
```

For the total energy, the calculation gives -10379.824 eV. The SMILES is NCCNCO.O. The LUMO energy comes out at 0.710 eV. As for the HOMO-LUMO gap: 0.369 Eh.



No. 5
3 unconnected molecules or ions with the total composition C3H12N2O2 at a distorted geometry, computed with the ωB97M-V functional and the def2-TZVPD basis.

Structure (XYZ):
```
19
Properties=species:S:1:pos:R:3:lowdin_charge:R:1
C 1.3375 0.3476 -1.1808 -0.080
C 0.7373 -0.2478 0.0216 -0.412
N 0.9303 0.5762 1.2321 0.045
C 0.2638 -1.4902 -0.0695 -0.193
N -0.0428 -2.3489 1.0458 -0.011
H 1.8272 1.2843 -0.9687 0.068
H 2.1327 -0.2602 -1.6527 0.092
H 0.6187 0.5308 -1.9985 0.063
H 1.7767 1.1415 1.2074 0.077
H 0.8418 -0.0227 2.1549 0.121
H 0.0302 -2.0879 -0.9415 0.122
H -0.1470 -1.8935 2.0354 0.098
H -0.9327 -2.8712 0.8602 0.081
O -1.6946 0.4098 -2.0654 -0.152
H -1.6730 0.1390 -1.0424 0.078
H -1.1939 1.2789 -2.0811 0.048
O -1.5923 1.9238 0.8048 -0.053
H -1.0943 1.2108 1.1988 -0.015
H -2.1256 2.3797 1.4398 0.024
```

For the total energy, the calculation gives -10379.415 eV. The SMILES is C/C(N)=C/N.O.O. The LUMO energy comes out at 0.598 eV. As for the HOMO-LUMO gap: 0.308 Eh.



No. 6
3 unconnected molecules or ions with the total composition C3H12N2O2 at a distorted geometry, computed with the ωB97M-V functional and the def2-TZVPD basis.

Structure (XYZ):
```
19
Properties=species:S:1:pos:R:3:lowdin_spin:R:1
C -2.2798 2.2092 -0.9132 0.020
C -1.4886 1.3575 0.0765 0.077
N -0.0458 -0.7447 1.3249 0.234
C 0.0905 -0.4671 0.0170 0.064
N -0.5019 0.5385 -0.5704 0.550
H -3.1228 2.6614 -0.3849 0.001
H -1.7288 3.0345 -1.3690 0.000
H -2.7507 1.5158 -1.6090 0.001
H -0.9111 1.9971 0.7693 0.041
H -2.1977 0.8700 0.7588 0.000
H -0.8186 -0.3230 1.8155 0.007
H 0.7186 -0.9646 1.9568 0.005
H 0.8682 -0.9947 -0.5314 0.000
H 3.3277 -6.1873 1.4944 0.000
H 2.7772 -5.9667 0.0212 0.000
O 2.6627 -6.4393 0.8520 0.000
H 2.3735 3.1628 -1.1803 0.000
H 1.1390 2.3153 -0.9576 -0.001
O 1.8884 2.4253 -1.5706 0.000
```

Its charge is +1. For the total energy, the calculation gives -10371.318 eV. Its multiplicity is 2. As for the expectation value of S²: 0.765. The LUMO energy (alpha / beta) comes out at -4.449 / -8.531 eV. As for the HOMO-LUMO gap (alpha / beta): 0.337 / 0.187 Eh.



No. 7
2 unconnected molecules or ions with the total composition C3H12N2O3 at a distorted geometry, computed with the ωB97M-V functional and the def2-TZVPD basis.

Structure (XYZ):
```
20
Properties=species:S:1:pos:R:3:lowdin_charge:R:1
C 2.1717 -1.8232 0.9727 -0.123
N 1.4423 -0.5928 0.6950 -0.057
C 0.0442 -0.6931 0.1420 -0.727
N -0.3547 -2.0490 -0.0798 0.125
O -0.8460 -0.0248 0.9689 0.034
O 0.2710 -0.0262 -1.0674 -0.052
H 2.2455 -2.3984 0.0525 0.075
H 3.1692 -1.5564 1.3217 0.078
H 1.6916 -2.4433 1.7356 0.075
H 1.4184 0.0070 1.5146 0.122
H -0.9422 -2.1021 -0.9013 0.092
H -0.8470 -2.4106 0.7286 0.095
H -0.8742 0.9218 0.7137 0.072
H 1.3441 -0.1718 -0.9413 0.184
C -1.9780 2.7263 -1.0303 -0.141
O -0.7795 2.4079 -0.3482 -0.151
H -1.7757 3.2445 -1.9725 0.080
H -2.5513 3.3891 -0.3840 0.080
H -2.5743 1.8325 -1.2390 0.083
H -0.2750 1.7625 -0.8815 0.054
```

For the total energy, the calculation gives -12427.640 eV. The SMILES is CNC(N)(O)O.CO. The LUMO energy comes out at 0.851 eV. As for the HOMO-LUMO gap: 0.378 Eh.



No. 8
3 unconnected molecules or ions with the total composition C3H12N2O3 at a distorted geometry, computed with the ωB97M-V functional and the def2-TZVPD basis.

Structure (XYZ):
```
20
Properties=species:S:1:pos:R:3:lowdin_charge:R:1
C 2.0467 0.7239 1.3261 -0.042
N 0.7905 1.1101 0.6952 0.029
C 0.0394 0.3246 -0.0821 -0.471
O 0.1650 -0.9017 -0.1529 0.003
C -0.9852 1.0441 -0.9495 -0.170
N -1.5053 2.2106 -0.2189 -0.006
H 2.8548 1.3122 0.8944 0.086
H 1.9863 0.9231 2.3958 0.088
H 2.1919 -0.3485 1.2499 0.073
H 0.5127 2.0757 0.7541 0.121
H -1.7510 0.2955 -1.1175 0.109
H -0.4708 1.2904 -1.8823 0.135
H -2.1553 2.7603 -0.7890 0.080
H -2.0570 1.8605 0.5531 0.078
O 0.5460 -2.2582 2.3118 -0.079
H 0.6698 -1.7829 1.4671 -0.019
H 0.7355 -3.1729 2.0827 0.031
O -0.9931 -1.6702 -2.7794 -0.077
H -0.9599 -2.6055 -3.0349 0.039
H -0.5443 -1.6481 -1.9207 -0.006
```

For the total energy, the calculation gives -12429.007 eV. The SMILES is CNC(=O)CN.O.O. The LUMO energy comes out at 0.767 eV. As for the HOMO-LUMO gap: 0.395 Eh.



No. 9
3 unconnected molecules or ions with the total composition C3H12N2O3 at a distorted geometry, computed with the ωB97M-V functional and the def2-TZVPD basis.

Structure (XYZ):
```
20
Properties=species:S:1:pos:R:3:lowdin_charge:R:1
C -0.5800 0.4436 -1.4513 -0.139
N -1.2506 -0.1141 -0.2710 -0.108
C -0.3515 -0.2097 0.8831 -0.189
C 0.6902 -1.3174 0.6589 -0.545
N 0.3912 -2.5108 0.0848 0.168
O 1.8229 -1.1456 1.0934 0.019
H -0.0385 1.3838 -1.3574 0.071
H -1.3811 0.5170 -2.2328 0.094
H 0.1146 -0.2467 -1.9553 0.074
H -1.9255 0.6243 -0.1038 0.071
H -0.9426 -0.5916 1.7494 0.133
H 0.2807 0.6260 1.1890 0.111
H -0.4792 -2.7958 -0.3175 0.097
H 1.1623 -3.1658 0.0883 0.111
O 2.3885 1.2970 -1.5222 -0.062
H 2.0912 0.4820 -1.0986 0.006
H 3.2847 1.4421 -1.2070 0.041
O -1.7060 1.9110 1.6095 -0.063
H -1.0848 1.9737 2.3480 0.061
H -2.4863 1.3972 1.8125 0.049
```

For the total energy, the calculation gives -12428.069 eV. The SMILES is CNCC(N)=O.O.O. The LUMO energy comes out at 0.554 eV. As for the HOMO-LUMO gap: 0.370 Eh.



No. 10
2 unconnected molecules or ions with the total composition C3H12N2OS at a distorted geometry, computed with the ωB97M-V functional and the def2-TZVPD basis.

Structure (XYZ):
```
19
Properties=species:S:1:pos:R:3:lowdin_charge:R:1
N 0.7943 -1.3814 0.4220 -0.063
C -0.5948 -1.3727 0.9871 -0.199
C -1.2217 -0.0393 0.3497 -0.421
N -1.9995 -0.2653 -0.9241 0.004
C -0.2072 0.9894 -0.1143 -0.523
S 0.8579 1.8293 1.1629 0.698
H 1.2499 -2.3335 0.3661 0.106
H 1.4431 -0.6843 0.6977 0.009
H -0.4225 -1.2219 2.0655 0.085
H -1.0829 -2.4278 0.9652 0.139
H -1.9688 0.1915 1.1634 0.141
H -2.9143 -0.3782 -0.5487 0.039
H -1.7082 -1.1378 -1.5067 0.118
H -0.6864 1.7477 -0.7604 0.077
H 0.6389 0.5654 -0.7328 0.050
H 0.0925 2.3804 2.0749 -0.187
O 1.2744 -1.2818 -2.6205 -0.099
H 0.7732 -0.9567 -1.8410 -0.021
H 1.2424 -0.6960 -3.4050 0.048
```

For the total energy, the calculation gives -19166.954 eV. The SMILES is NC[C@H](N)CS.O. The LUMO energy comes out at 0.855 eV. As for the HOMO-LUMO gap: 0.362 Eh.



No. 11
2 unconnected molecules or ions with the total composition C3H12N2OS at a distorted geometry, computed with the ωB97M-V functional and the def2-TZVPD basis.

Structure (XYZ):
```
19
Properties=species:S:1:pos:R:3:lowdin_charge:R:1
N -0.3666 -0.7858 -1.2337 0.021
C 0.0592 0.2956 -0.3703 -0.274
C -0.2986 0.0972 1.1033 -0.483
N 0.5711 -0.9978 1.6014 0.016
C -0.0196 1.3455 1.9190 -0.524
S -0.3545 1.1996 3.7562 0.662
H -1.1687 -0.4502 -1.7469 0.070
H 0.3163 -1.0028 -1.9440 0.041
H 1.1433 0.4077 -0.3079 0.117
H -0.2586 1.3155 -0.6285 0.113
H -1.3038 -0.2609 1.3521 0.126
H 0.0408 -1.6919 2.1110 0.063
H 0.9821 -1.5556 0.8615 0.057
H 1.0426 1.5777 1.8613 0.071
H -0.7320 2.1168 1.6323 0.062
H -1.6375 1.0168 3.3984 -0.152
O 0.3217 -0.6402 -4.5051 -0.061
H 0.4716 -1.5737 -4.7067 0.042
H 1.1911 -0.4135 -4.1537 0.034
```

For the total energy, the calculation gives -19167.936 eV. The SMILES is NC[C@@H](N)CS.O. The LUMO energy comes out at 0.502 eV. As for the HOMO-LUMO gap: 0.343 Eh.



No. 12
2 unconnected molecules or ions with the total composition C3H12N2S, computed with the ωB97M-V functional and the def2-TZVPD basis.

Structure (XYZ):
```
18
Properties=species:S:1:pos:R:3:lowdin_charge:R:1
C 3.5425 0.2102 -1.3593 -0.186
C 3.6960 0.2767 0.1683 -0.627
S 2.2612 -0.4394 1.0218 0.666
H 2.8257 0.9492 -1.7022 0.061
H 3.2329 -0.7996 -1.6259 0.059
H 4.4835 0.4528 -1.8692 0.068
H 4.5843 -0.2734 0.4544 0.057
H 3.8008 1.2992 0.5292 0.059
H 1.4137 0.5811 0.8556 -0.160
N -2.8923 0.3002 -0.6086 -0.015
C -3.4522 -0.6840 0.3422 -0.399
N -3.8491 -0.1190 1.5775 -0.004
H -2.9622 -0.1013 -1.5315 0.046
H -1.9071 0.4805 -0.4380 0.048
H -4.3413 -1.0930 -0.1547 0.101
H -2.7911 -1.5366 0.4995 0.103
H -3.1915 -0.1805 2.3291 0.056
H -4.4539 0.6767 1.5117 0.065
```

For the total energy, the calculation gives -17120.639 eV. The SMILES is CCS.NCN. The LUMO energy comes out at 0.733 eV. As for the HOMO-LUMO gap: 0.357 Eh.